Entry 1:
Density functional theory data (ωB97M-V/def2-TZVPD) for a 2-piece molecular cluster, C10H24NO4 overall.

```
! wB97M-V def2-TZVPD RIJCOSX def2/J DEFGRID3
* xyz 1 1
C 1.30 0.64 2.17
C 1.32 -0.89 2.06
C 1.47 -1.53 3.43
C 2.47 -1.29 1.14
O 3.67 -0.76 1.67
C 4.75 -0.96 0.88
O 5.35 -0.06 0.32
O 5.03 -2.29 0.69
H 0.35 0.97 2.55
H 2.11 0.96 2.81
H 1.44 1.05 1.18
H 0.42 -1.24 1.57
H 0.91 -2.45 3.51
H 1.15 -0.83 4.19
H 2.51 -1.78 3.60
H 2.53 -2.36 1.03
H 2.28 -0.84 0.17
H 5.75 -2.52 1.28
C -0.92 1.73 -1.31
N -1.90 0.95 -2.14
C -1.22 0.55 -3.41
C -3.07 1.81 -2.46
C -2.33 -0.33 -1.45
C -3.12 -0.18 -0.17
O -2.33 0.51 0.79
H -0.46 2.47 -1.96
H -1.44 2.23 -0.51
H -0.17 1.06 -0.92
H -0.91 1.45 -3.93
H -1.92 -0.01 -4.02
H -0.35 -0.06 -3.16
H -3.53 2.15 -1.54
H -3.78 1.22 -3.05
H -2.72 2.66 -3.03
H -1.42 -0.89 -1.26
H -2.94 -0.87 -2.17
H -3.36 -1.18 0.18
H -4.07 0.35 -0.34
H -2.83 0.56 1.61
*
```

Properties
- ΔE to the lowest compared entry with this formula, charge and spin: 0.000 eV
- E_LUMO: -0.1003 hartree
- HOMO: -0.4632 Eh
- Maximum force: 2.50 eV Å⁻¹
- Gap between HOMO and LUMO: 9.9 eV

These are the Löwdin partial charges, in e, on atoms 1 to 8: -0.0615, -0.3955, -0.0455, -0.1733, 0.0078, -0.5571, 0.1546, 0.1153



Entry 2:
Density functional theory data (ωB97M-V/def2-TZVPD) for C10H25ClN4O6Zr as an isolated structure.

```
! wB97M-V def2-TZVPD RIJCOSX def2/J DEFGRID3
* xyz 0 1
Zr 11.09 21.45 2.69
C 14.46 19.68 4.62
C 13.39 20.64 5.17
C 13.91 21.97 5.68
O 12.27 20.79 4.38
H 15.00 20.18 3.81
H 14.05 18.71 4.33
H 15.11 19.45 5.47
H 13.09 20.10 6.09
H 13.23 22.49 6.37
H 13.92 22.71 4.86
H 14.92 21.94 6.10
C 8.71 17.83 1.38
C 9.63 18.25 2.55
C 10.65 17.17 2.88
O 10.17 19.50 2.36
H 8.11 17.00 1.73
H 9.36 17.58 0.54
H 8.08 18.67 1.09
H 8.98 18.31 3.45
H 11.26 17.52 3.72
H 11.34 17.04 2.04
H 10.08 16.25 2.98
Cl 9.33 22.56 1.32
C 14.60 21.58 0.28
C 13.32 21.63 1.05
O 12.74 20.57 1.41
O 12.78 22.71 1.44
H 15.47 21.69 0.93
H 14.58 22.44 -0.38
H 14.74 20.65 -0.27
C 9.22 21.52 5.49
O 9.58 21.62 4.32
N 8.35 20.56 5.88
N 9.74 22.32 6.44
H 8.11 20.61 6.86
H 7.72 20.11 5.25
H 9.60 22.20 7.43
H 10.22 23.15 6.14
C 11.49 24.72 3.80
O 11.31 23.53 3.55
N 10.56 25.45 4.53
N 12.45 25.43 3.18
H 9.63 25.10 4.61
H 10.84 26.16 5.18
H 13.25 24.91 2.85
H 12.57 26.41 3.38
*
```

Properties
- ΔE to the lowest compared entry with this formula, charge and spin: 0.000 eV
- E_LUMO: 0.0011 hartree
- HOMO: -0.2978 Eh
- Maximum force: 3.72 eV Å⁻¹
- Gap between HOMO and LUMO: 8.1 eV

These are the Löwdin partial charges, in e, on atoms 1 to 8: 1.7164, -0.0516, -0.5867, -0.0643, -0.3590, 0.0727, 0.0730, 0.0729



Entry 3:
Density functional theory data (ωB97M-V/def2-TZVPD) for C10H25CoN7O2STe as an isolated structure.

```
! wB97M-V def2-TZVPD RIJCOSX def2/J DEFGRID3
* xyz 1 5
Co -1.18 -1.08 -3.09
N 0.40 -2.44 -3.77
N 0.84 -3.17 -2.65
C -0.02 -3.24 -1.57
N 0.17 -4.23 -0.69
N -0.89 -2.28 -1.50
N -1.90 -2.32 -0.53
O -2.87 -1.43 -0.81
O -2.17 -3.38 0.08
H 0.00 -3.07 -4.47
H 1.19 -1.95 -4.18
H 1.41 -3.98 -2.85
H 0.80 -4.99 -0.89
H -0.54 -4.32 0.03
Te -3.67 -1.46 -2.82
C 2.77 0.95 2.97
C 3.63 0.96 1.71
C 2.82 0.75 0.44
C 1.94 1.94 0.11
N 1.16 1.76 -1.12
C -0.03 1.21 -1.34
S -0.60 1.15 -3.01
N -0.84 0.75 -0.41
C -0.72 0.64 1.05
C -1.20 1.89 1.79
C -2.71 1.92 2.03
C -3.55 1.99 0.76
H 3.38 1.06 3.87
H 2.23 0.01 3.07
H 2.04 1.76 2.99
H 4.39 0.17 1.78
H 4.18 1.90 1.64
H 2.20 -0.15 0.54
H 3.49 0.56 -0.41
H 2.57 2.82 -0.05
H 1.28 2.20 0.92
H 1.63 2.01 -1.98
H -1.71 0.40 -0.79
H 0.29 0.37 1.31
H -1.34 -0.22 1.32
H -0.90 2.77 1.22
H -0.68 1.93 2.75
H -2.94 2.79 2.66
H -3.00 1.04 2.61
H -3.23 2.81 0.11
H -4.60 2.14 0.99
H -3.50 1.06 0.18
*
```

Properties
- Expectation value of S²: 6.024
- ΔE to the lowest compared entry with this formula, charge and spin: 0.000 eV
- E_LUMO (alpha / beta): -0.1150 / -0.1378 hartree
- HOMO (alpha / beta): -0.3922 / -0.3949 Eh
- Maximum force: 0.62 eV Å⁻¹
- Gap between HOMO and LUMO (alpha / beta): 7.5 / 7.0 eV

These are the Löwdin partial charges, in e, on atoms 1 to 8: 0.1146, 0.0103, 0.0083, -0.4076, 0.2150, 0.0051, -0.3987, -0.5591



Entry 4:
Density functional theory data (ωB97M-V/def2-TZVPD) for a 2-piece molecular cluster, C10H25N3S overall.

```
! wB97M-V def2-TZVPD RIJCOSX def2/J DEFGRID3
* xyz 0 1
C 2.15 1.93 -2.94
C -2.61 2.25 -0.19
C 0.63 -4.01 2.60
C 0.71 1.85 0.08
C 0.24 -1.01 2.97
C 0.66 2.09 -3.21
C -1.35 3.02 -0.59
C -0.21 1.37 -2.16
C -0.66 -3.24 2.37
C -0.21 2.08 -0.84
N -1.08 -2.45 -0.40
N 1.31 -2.00 0.15
N -0.48 -1.84 2.04
S -0.30 -1.40 0.42
H 2.73 2.41 -3.72
H 2.41 2.38 -1.98
H 2.42 0.88 -2.92
H -3.43 2.92 0.02
H -2.41 1.65 0.69
H -2.91 1.57 -0.99
H 1.30 -3.88 1.75
H 1.14 -3.66 3.50
H 0.41 -5.07 2.72
H 1.34 -2.52 -0.72
H 0.71 2.38 1.03
H 1.50 1.14 -0.06
H 1.30 -1.30 3.06
H 0.20 0.01 2.60
H -0.22 -1.06 3.95
H 0.40 3.15 -3.23
H 0.43 1.67 -4.19
H -1.09 3.72 0.21
H -1.56 3.60 -1.50
H 0.16 0.35 -2.04
H -1.23 1.31 -2.55
H -1.19 -3.66 1.50
H -1.32 -3.31 3.24
H -1.90 -2.05 -0.83
H 1.99 -1.25 0.14
*
```

Properties
- E_LUMO: 0.0319 hartree
- HOMO: -0.3198 Eh
- Maximum force: 1.08 eV Å⁻¹
- Gap between HOMO and LUMO: 9.6 eV

These are the Löwdin partial charges, in e, on atoms 1 to 8: -0.1111, -0.0899, -0.0954, 0.0121, -0.1451, -0.2446, -0.2178, -0.1822



Entry 5:
Density functional theory data (ωB97M-V/def2-TZVPD) for a 2-piece molecular cluster, C10H25NSi overall.

```
! wB97M-V def2-TZVPD RIJCOSX def2/J DEFGRID3
* xyz 0 3
C -2.28 1.34 -1.21
C -2.61 0.11 0.94
C -1.38 2.41 0.83
C 2.69 -0.69 0.51
C 1.38 0.42 2.32
C 0.84 -1.97 1.61
C 1.32 0.95 -2.62
C -0.29 -3.08 -2.30
C -1.56 1.05 0.14
C 1.35 -0.51 1.13
N 0.86 1.32 -1.33
Si 0.10 0.16 -0.28
H -1.71 2.11 -1.71
H -2.19 0.35 -1.82
H -3.34 1.50 -1.00
H -3.28 0.73 1.47
H -2.28 -0.70 1.49
H -3.13 -0.30 0.03
H -0.74 2.56 1.64
H -1.04 3.11 0.11
H -2.41 2.79 1.22
H 3.25 -1.29 1.29
H 2.58 -1.19 -0.53
H 3.29 0.31 0.62
H 0.50 0.67 2.85
H 1.61 1.48 2.10
H 2.12 0.13 3.01
H 1.52 -2.21 2.44
H -0.12 -1.94 2.00
H 1.05 -2.74 0.85
H 2.39 0.69 -2.71
H 0.71 0.07 -3.10
H 1.10 1.63 -3.52
H -0.93 -3.93 -1.89
H -0.38 -3.13 -3.35
H 0.62 -2.80 -1.95
H 1.29 2.11 -0.89
*
```

Properties
- Expectation value of S²: 2.004
- ΔE to the lowest compared entry with this formula, charge and spin: 0.000 eV
- E_LUMO (alpha / beta): 0.0292 / -0.0317 hartree
- HOMO (alpha / beta): -0.2503 / -0.3073 Eh
- Maximum force: 4.52 eV Å⁻¹
- Gap between HOMO and LUMO (alpha / beta): 7.6 / 7.5 eV

These are the Löwdin partial charges, in e, on atoms 1 to 8: -0.1346, -0.0613, -0.1130, -0.1499, -0.1210, -0.0761, -0.2439, 0.0753